[1]
Computed, not measured: 2 unconnected molecules or ions with the total composition C4H4N2O in a non-equilibrium geometry, with ωB97M-V with the def2-TZVPD basis set.

```
11
Properties=species:S:1:pos:R:3:mulliken_charge:R:1
C 0.22 0.92 1.46 -0.29
C 0.46 1.65 0.37 -0.21
C -0.67 -1.56 -1.19 -0.35
C -0.01 -0.52 -0.37 0.62
N -0.67 0.03 0.75 -0.30
N -0.38 0.83 -0.47 -0.32
O -0.18 -2.62 -1.46 -0.41
H 0.42 0.90 2.51 0.36
H 0.95 2.56 0.07 0.37
H -1.68 -1.26 -1.54 0.31
H 1.56 -0.94 -0.14 0.22
```

Values from the calculation:
Gap between HOMO and LUMO = 10.16 eV
2S+1 = 1
Relative energy (zero: lowest compared OMol25 entry of this formula, charge and spin) = 156.2 kcal/mol
Max |F| = 0.1257 Eh/bohr
Lowest unoccupied orbital energy = 0.28 eV
Total energy = -339.3327 Ha



[2]
Computed, not measured: a molecular structure, C4H4OS2 in a non-equilibrium geometry, with ωB97M-V with the def2-TZVPD basis set.

```
11
Properties=species:S:1:pos:R:3:mulliken_charge:R:1
C 1.51 -0.01 -0.99 -0.59
C 0.43 0.16 0.13 0.50
C -0.63 -0.75 0.60 -0.44
C -1.47 0.50 0.18 0.15
H 2.44 -0.47 -0.63 0.32
H 1.11 0.46 1.14 0.23
H -0.73 -1.68 0.00 0.23
H -0.74 -1.11 1.73 0.27
O -0.55 1.19 -0.42 -0.30
S 1.73 0.90 -2.40 -0.12
S -3.09 0.81 0.66 -0.26
```

Values from the calculation:
Gap between HOMO and LUMO = 7.49 eV
2S+1 = 1
Relative energy (zero: lowest compared OMol25 entry of this formula, charge and spin) = 74.9 kcal/mol
Max |F| = 0.1275 Eh/bohr
Lowest unoccupied orbital energy = -1.26 eV
Total energy = -1026.2952 Ha



[3]
Computed, not measured: 2 unconnected molecules or ions with the total composition C4H9NO2, with ωB97M-V with the def2-TZVPD basis set.

```
16
Properties=species:S:1:pos:R:3:mulliken_charge:R:1
C -2.66 0.66 0.68 -0.72
C -2.07 -0.71 0.34 -0.83
N 1.31 0.18 -0.28 -0.37
C 0.99 0.77 0.75 0.69
O 0.53 1.22 1.72 -0.40
O 2.40 0.65 -1.02 -0.19
C 3.26 -0.45 -1.27 -0.46
H -3.07 1.15 -0.21 0.25
H -3.48 0.57 1.41 0.27
H -1.91 1.32 1.11 0.20
H -1.65 -1.19 1.23 0.25
H -2.84 -1.38 -0.07 0.33
H -1.27 -0.63 -0.40 0.23
H 4.03 -0.07 -1.94 0.23
H 3.72 -0.80 -0.33 0.26
H 2.72 -1.28 -1.74 0.25
```

Values from the calculation:
Structure (SMILES) = CON=C=O.CC
Gap between HOMO and LUMO = 10.46 eV
2S+1 = 1
Relative energy (zero: lowest compared OMol25 entry of this formula, charge and spin) = 85.4 kcal/mol
Max |F| = 0.0165 Eh/bohr
Lowest unoccupied orbital energy = 0.47 eV
Total energy = -362.9494 Ha



[4]
Computed, not measured: a molecular structure, C18H29N2NdO2P2S in a non-equilibrium geometry, with ωB97M-V with the def2-TZVPD basis set.

```
55
Properties=species:S:1:pos:R:3:mulliken_charge:R:1
C 0.69 -2.23 -3.50 -0.98
C 0.84 -1.69 -2.21 1.13
N -0.32 -1.40 -1.47 0.04
C -1.51 -1.94 -1.89 0.64
C -1.59 -2.68 -3.04 -0.74
C -0.51 -2.80 -3.89 -0.50
C 2.19 -1.60 -1.70 -1.25
P 2.63 -0.80 -0.10 0.75
Nd 0.00 -0.40 0.82 0.54
P -2.87 -0.24 -0.03 0.86
C -2.74 -1.81 -1.00 -1.04
C 0.27 1.66 2.40 0.31
C 1.03 1.33 3.51 -0.41
C 1.12 2.27 4.59 -0.59
C 0.48 3.50 4.49 -0.41
C -0.24 3.83 3.35 -0.50
C -0.33 2.90 2.28 -0.29
O 2.39 1.43 -4.22 -0.63
O 2.38 3.43 -0.66 -0.62
H 1.59 -2.27 -4.13 0.33
H -2.57 -3.15 -3.29 0.34
H -0.58 -3.37 -4.83 0.40
C 3.54 -2.31 0.40 -1.32
C 3.91 0.52 -0.17 -0.90
H -3.66 -1.88 -1.61 0.48
H -2.78 -2.63 -0.26 0.42
H 2.36 0.96 -3.36 0.28
H 2.86 -1.30 -2.57 0.20
C -4.15 -0.68 1.18 -1.26
C -3.80 0.82 -1.20 -1.43
H 1.54 0.37 3.59 0.33
H 1.68 1.99 5.48 0.34
H 0.54 4.22 5.33 0.31
H -0.76 4.79 3.25 0.35
H -0.89 3.17 1.38 0.18
H -1.05 1.30 -0.17 -0.45
H 1.74 4.14 -0.83 0.30
H 2.10 2.74 -1.30 0.25
H 1.45 1.39 -4.52 0.33
H -1.72 1.50 -0.31 0.42
H 4.48 -2.32 -0.17 0.35
H 3.69 -2.34 1.48 0.41
H 2.91 -3.15 0.06 0.37
H 4.73 0.27 -0.85 0.38
H 3.50 1.50 -0.45 0.14
H 4.30 0.68 0.85 0.38
H -4.81 0.40 -1.32 0.46
H -3.87 1.84 -0.80 0.45
H -3.30 0.87 -2.18 0.38
H -5.13 -0.76 0.69 0.39
H -3.89 -1.63 1.67 0.33
H -4.18 0.10 1.96 0.36
S -1.63 -3.87 4.05 -0.39
C -1.21 -2.76 3.02 0.51
N -0.87 -1.94 2.20 -0.70
```

Values from the calculation:
Gap between HOMO and LUMO (spin up / spin down) = 6.86 / 6.87 eV
2S+1 = 4
Relative energy (zero: lowest compared OMol25 entry of this formula, charge and spin) = 40.1 kcal/mol
Max |F| = 0.0705 Eh/bohr
Lowest unoccupied orbital energy (spin up / spin down) = -0.15 / -0.13 eV
Total energy = -2605.4511 Ha



[5]
Computed, not measured: a molecular structure, C3H3Cl2NO3YYb in a non-equilibrium geometry, with ωB97M-V with the def2-TZVPD basis set.

```
14
Properties=species:S:1:pos:R:3:mulliken_charge:R:1
Y 0.68 0.20 -5.63 1.90
Yb -0.85 1.07 -2.10 1.53
Cl -0.92 1.86 -4.55 -0.28
Cl 1.48 0.23 -2.63 -0.36
C -0.58 -0.59 -0.13 0.37
C 0.13 1.11 -7.86 0.11
C 0.45 -1.09 -7.90 0.17
O -0.53 -0.85 1.00 0.00
O -0.12 1.40 -8.96 0.14
O 0.29 -1.34 -9.04 0.08
N -0.18 1.91 0.09 -0.75
H 0.78 1.55 -0.07 0.45
H -0.37 1.45 0.98 0.33
H -0.20 2.91 0.24 0.32
```

Values from the calculation:
Gap between HOMO and LUMO (spin up / spin down) = 9.32 / 8.32 eV
2S+1 = 2
Max |F| = 0.1524 Eh/bohr
Lowest unoccupied orbital energy (spin up / spin down) = -17.44 / -18.44 eV
Total energy = -2512.2958 Ha
Net charge = +4



[6]
Computed, not measured: a single C17H18N2O4 molecule, with ωB97M-V with the def2-TZVPD basis set.

```
41
Properties=species:S:1:pos:R:3:mulliken_charge:R:1
C -5.16 -2.43 0.91 -1.49
C -4.52 -1.11 0.60 0.11
C -5.26 0.06 0.55 -0.66
C -4.66 1.27 0.25 -0.83
C -3.30 1.33 0.01 0.38
C -2.52 0.17 0.10 0.98
C -3.15 -1.04 0.37 -0.32
H -2.57 -1.95 0.40 0.43
N -1.13 0.28 -0.05 0.13
C -0.59 1.36 -0.65 0.56
O 0.61 1.47 -0.86 -0.72
C -1.58 2.42 -1.10 -0.41
O -2.72 2.53 -0.29 -0.50
H -1.86 2.20 -2.14 0.21
H -1.08 3.40 -1.09 0.34
C -0.23 -0.76 0.41 -1.64
H -0.69 -1.26 1.27 0.65
H 0.67 -0.26 0.76 0.62
C 0.12 -1.77 -0.69 -0.34
C 1.63 -2.00 -0.78 0.26
O 2.14 -3.08 -0.59 -0.68
N 2.32 -0.89 -1.12 -0.05
H 1.83 0.00 -1.16 0.35
C 3.76 -0.85 -1.09 -1.18
C 4.25 -0.07 0.09 0.51
C 4.09 -0.28 1.43 -0.26
C 4.72 0.81 2.08 -0.54
C 5.20 1.60 1.09 -0.46
O 4.92 1.08 -0.12 -0.36
H 5.74 2.53 1.11 0.47
H 4.79 0.97 3.14 0.42
H 3.61 -1.12 1.89 0.57
H 4.14 -0.38 -2.00 0.29
H 4.11 -1.89 -1.04 0.46
H -0.35 -2.74 -0.52 0.38
H -0.22 -1.39 -1.66 0.42
H -5.23 2.18 0.20 0.44
H -6.32 0.03 0.74 0.38
H -4.73 -3.22 0.30 0.37
H -4.99 -2.69 1.96 0.30
H -6.23 -2.39 0.74 0.40
```

Values from the calculation:
Structure (SMILES) = Cc1ccc2c(c1)N(CCC(=O)NCc1ccco1)C(=O)CO2
Gap between HOMO and LUMO = 9.05 eV
2S+1 = 1
Relative energy (zero: lowest compared OMol25 entry of this formula, charge and spin) = 31.4 kcal/mol
Max |F| = 0.0176 Eh/bohr
Lowest unoccupied orbital energy = 0.65 eV
Total energy = -1069.0996 Ha